The following is a quantum chemistry calculation of 12 unconnected molecules or ions with the total composition C80H82FN2O4S, from the Open Molecules 2025 dataset.

## Properties
LUMO level, eV: 1.05
Orbital gap, eV: 6.355
Total charge: -1
2S+1: 1

Each atom is followed by the atoms it is bonded to, with distances in Å.
Atoms and positions in Å:
1 C -2.72 0.16 2.71  C2 1.611, H23 1.161, H24 1.145, H25 1.159
2 C -2.96 -0.98 1.59  C1 1.611, O3 1.447, H26 1.144, H27 1.161
3 O -3.02 -0.48 0.24  C2 1.447, C4 1.467
4 C -2.03 -1.13 -0.62  O3 1.467, C5 1.603, H28 1.143, H29 1.161
5 C -1.65 -0.21 -1.88  C4 1.603, O6 1.452, H30 1.144, H31 1.161
6 O -0.90 -0.88 -2.93  C5 1.452, C7 1.427
7 C -0.22 -2.05 -2.48  O6 1.427, C8 1.550, C22 1.594
8 C 0.99 -2.09 -1.52  C7 1.550, C9 1.596, C13 1.578
9 C 1.51 -0.70 -0.94  C8 1.596, C10 1.604, H32 1.155, H33 1.160
10 C 3.10 -0.51 -0.95  C9 1.604, C11 1.615, F12 1.466, H34 1.144
11 C 3.60 0.85 -1.67  C10 1.615, H35 1.149, H36 1.160, H37 1.158
12 F 3.53 -0.45 0.45  C10 1.466
13 C 1.61 -3.50 -1.16  C8 1.578, C14 1.599, C17 1.564
14 C 2.83 -3.65 -0.13  C13 1.599, O15 1.292, O16 1.389
15 O 2.65 -3.25 1.08  C14 1.292
16 O 4.01 -4.22 -0.58  C14 1.389
17 C 1.05 -4.83 -1.76  C13 1.564, C18 1.577, H38 1.152
18 C -0.17 -4.87 -2.77  C17 1.577, N19 1.442, C22 1.586
19 N -0.80 -5.99 -3.42  C18 1.442, S20 1.738
20 S -2.06 -5.28 -4.37  N19 1.738, N21 1.727
21 N -1.86 -3.61 -4.01  S20 1.727, C22 1.466
22 C -0.75 -3.43 -3.07  C7 1.594, C18 1.586, N21 1.466
23 H -1.60 0.35 2.93  C1 1.161
24 H -3.20 1.17 2.47  C1 1.145
25 H -3.15 -0.22 3.72  C1 1.159
26 H -2.18 -1.80 1.77  C2 1.144
27 H -3.99 -1.47 1.81  C2 1.161
28 H -2.46 -2.15 -0.91  C4 1.143
29 H -1.07 -1.21 0.03  C4 1.161
30 H -1.04 0.68 -1.51  C5 1.144
31 H -2.61 0.22 -2.35  C5 1.161
32 H 1.02 -0.51 0.09  C9 1.155
33 H 1.08 0.13 -1.63  C9 1.160
34 H 3.57 -1.41 -1.47  C10 1.144
35 H 2.74 1.58 -1.86  C11 1.149
36 H 4.12 0.51 -2.65  C11 1.160
37 H 4.36 1.41 -0.99  C11 1.158
38 H 1.51 -5.84 -1.47  C17 1.152
39 C -1.84 2.39 5.57  C40 1.392, C44 1.392, H45 1.085
40 C -2.68 3.09 6.43  C39 1.392, C41 1.392, H46 1.086
41 C -2.41 3.11 7.80  C40 1.392, C42 1.392, H47 1.085
42 C -1.30 2.44 8.30  C41 1.392, C43 1.392, H48 1.085
43 C -0.46 1.75 7.43  C42 1.392, C44 1.392, H49 1.085
44 C -0.73 1.72 6.07  C39 1.392, C43 1.392, H50 1.085
45 H -2.05 2.37 4.50  C39 1.085
46 H -3.54 3.62 6.04  C40 1.086
47 H -3.07 3.65 8.47  C41 1.085
48 H -1.09 2.46 9.36  C42 1.085
49 H 0.41 1.22 7.82  C43 1.085
50 H -0.08 1.17 5.39  C44 1.085
51 C 1.74 -2.85 5.33  C52 1.392, C56 1.392, H57 1.085
52 C 0.86 -2.83 6.41  C51 1.392, C53 1.392, H58 1.086
53 C -0.51 -2.94 6.20  C52 1.392, C54 1.392, H59 1.085
54 C -1.00 -3.09 4.90  C53 1.392, C55 1.392, H60 1.086
55 C -0.12 -3.11 3.82  C54 1.392, C56 1.392, H61 1.086
56 C 1.25 -2.99 4.04  C51 1.392, C55 1.392, H62 1.086
57 H 2.81 -2.76 5.50  C51 1.085
58 H 1.24 -2.72 7.42  C52 1.086
59 H -1.20 -2.92 7.04  C53 1.085
60 H -2.07 -3.18 4.73  C54 1.086
61 H -0.50 -3.23 2.81  C55 1.086
62 H 1.93 -3.01 3.20  C56 1.086
63 C -7.33 5.95 8.31  C64 1.392, C68 1.392, H69 1.085
64 C -6.64 4.80 8.68  C63 1.392, C65 1.392, H70 1.085
65 C -6.54 3.73 7.80  C64 1.392, C66 1.392, H71 1.085
66 C -7.12 3.82 6.53  C65 1.392, C67 1.392, H72 1.085
67 C -7.80 4.97 6.16  C66 1.392, C68 1.392, H73 1.085
68 C -7.91 6.04 7.05  C63 1.392, C67 1.392, H74 1.085
69 H -7.41 6.78 9.00  C63 1.085
70 H -6.19 4.73 9.67  C64 1.085
71 H -6.01 2.83 8.09  C65 1.085
72 H -7.03 2.99 5.84  C66 1.085
73 H -8.24 5.04 5.17  C67 1.085
74 H -8.44 6.93 6.76  C68 1.085
75 C -5.35 1.84 -5.52  C76 1.392, C80 1.392, H81 1.085
76 C -4.19 1.20 -5.10  C75 1.392, C77 1.392, H82 1.085
77 C -3.00 1.91 -5.01  C76 1.392, C78 1.392, H83 1.085
78 C -2.97 3.26 -5.33  C77 1.392, C79 1.392, H84 1.085
79 C -4.13 3.90 -5.75  C78 1.392, C80 1.392, H85 1.085
80 C -5.32 3.19 -5.85  C75 1.392, C79 1.392, H86 1.085
81 H -6.28 1.29 -5.59  C75 1.085
82 H -4.22 0.14 -4.84  C76 1.085
83 H -2.09 1.40 -4.69  C77 1.085
84 H -2.03 3.81 -5.26  C78 1.085
85 H -4.10 4.96 -6.00  C79 1.085
86 H -6.22 3.69 -6.18  C80 1.085
87 C 2.05 5.83 -1.74  C88 1.392, C92 1.391, H93 1.085
88 C 3.17 6.60 -2.04  C87 1.392, C89 1.392, H94 1.085
89 C 4.09 6.15 -2.99  C88 1.392, C90 1.392, H95 1.085
90 C 3.88 4.93 -3.63  C89 1.392, C91 1.391, H96 1.085
91 C 2.76 4.17 -3.33  C90 1.391, C92 1.391, H97 1.086
92 C 1.85 4.61 -2.38  C87 1.391, C91 1.391, H98 1.085
93 H 1.34 6.18 -1.00  C87 1.085
94 H 3.33 7.55 -1.54  C88 1.085
95 H 4.96 6.75 -3.22  C89 1.085
96 H 4.60 4.58 -4.37  C90 1.085
97 H 2.60 3.22 -3.84  C91 1.086
98 H 0.98 4.01 -2.14  C92 1.085
99 C -8.70 -2.30 1.73  C100 1.392, C104 1.392, H105 1.085
100 C -7.57 -1.54 1.43  C99 1.392, C101 1.392, H106 1.085
101 C -6.65 -2.00 0.49  C100 1.392, C102 1.392, H107 1.085
102 C -6.87 -3.22 -0.15  C101 1.392, C103 1.392, H108 1.085
103 C -8.00 -3.98 0.15  C102 1.392, C104 1.392, H109 1.085
104 C -8.91 -3.52 1.09  C99 1.392, C103 1.392, H110 1.085
105 H -9.41 -1.95 2.47  C99 1.085
106 H -7.41 -0.59 1.93  C100 1.085
107 H -5.77 -1.42 0.26  C101 1.085
108 H -6.15 -3.58 -0.89  C102 1.085
109 H -8.16 -4.92 -0.36  C103 1.085
110 H -9.79 -4.11 1.33  C104 1.085
111 C -5.62 -4.31 -8.70  C112 1.392, C116 1.392, H117 1.085
112 C -5.03 -5.13 -9.66  C111 1.392, C113 1.392, H118 1.085
113 C -3.77 -5.67 -9.43  C112 1.392, C114 1.392, H119 1.085
114 C -3.11 -5.41 -8.23  C113 1.392, C115 1.391, H120 1.085
115 C -3.70 -4.59 -7.27  C114 1.391, C116 1.392, H121 1.085
116 C -4.96 -4.04 -7.51  C111 1.392, C115 1.392, H122 1.085
117 H -6.60 -3.88 -8.88  C111 1.085
118 H -5.55 -5.34 -10.59  C112 1.085
119 H -3.30 -6.30 -10.18  C113 1.085
120 H -2.13 -5.83 -8.05  C114 1.085
121 H -3.18 -4.39 -6.34  C115 1.085
122 H -5.42 -3.40 -6.76  C116 1.085
123 C 7.82 -0.41 -6.64  C124 1.392, C128 1.392, H129 1.085
124 C 7.85 -0.02 -5.31  C123 1.392, C125 1.391, H130 1.085
125 C 6.81 0.74 -4.78  C124 1.391, C126 1.393, H131 1.085
126 C 5.73 1.11 -5.59  C125 1.393, C127 1.392, H132 1.085
127 C 5.70 0.71 -6.92  C126 1.392, C128 1.392, H133 1.085
128 C 6.74 -0.04 -7.45  C123 1.392, C127 1.392, H134 1.085
129 H 8.63 -1.00 -7.05  C123 1.085
130 H 8.68 -0.30 -4.68  C124 1.085
131 H 6.83 1.06 -3.74  C125 1.085
132 H 4.92 1.69 -5.18  C126 1.085
133 H 4.86 0.99 -7.55  C127 1.085
134 H 6.72 -0.35 -8.49  C128 1.085
135 C 8.39 -2.33 0.11  C136 1.392, C140 1.392, H141 1.085
136 C 9.42 -1.45 -0.22  C135 1.392, C137 1.392, H142 1.086
137 C 9.16 -0.08 -0.30  C136 1.392, C138 1.393, H143 1.085
138 C 7.88 0.40 -0.03  C137 1.393, C139 1.392, H144 1.086
139 C 6.86 -0.48 0.30  C138 1.392, C140 1.392, H145 1.085
140 C 7.12 -1.85 0.37  C135 1.392, C139 1.392, H146 1.086
141 H 8.59 -3.40 0.17  C135 1.085
142 H 10.42 -1.83 -0.42  C136 1.086
143 H 9.96 0.60 -0.56  C137 1.085
144 H 7.69 1.47 -0.09  C138 1.086
145 H 5.87 -0.10 0.51  C139 1.085
146 H 6.32 -2.54 0.63  C140 1.086
147 C -2.34 8.04 1.70  C148 1.392, C152 1.392, H153 1.085
148 C -2.29 7.66 0.36  C147 1.392, C149 1.392, H154 1.085
149 C -1.85 6.38 0.02  C148 1.392, C150 1.392, H155 1.085
150 C -1.47 5.49 1.01  C149 1.392, C151 1.392, H156 1.085
151 C -1.52 5.87 2.35  C150 1.392, C152 1.392, H157 1.085
152 C -1.95 7.14 2.69  C147 1.392, C151 1.392, H158 1.085
153 H -2.68 9.03 1.97  C147 1.085
154 H -2.60 8.35 -0.41  C148 1.085
155 H -1.81 6.09 -1.03  C149 1.085
156 H -1.13 4.49 0.74  C150 1.085
157 H -1.22 5.17 3.12  C151 1.085
158 H -1.99 7.44 3.73  C152 1.085
159 C 7.32 -6.52 3.47  C160 1.392, C164 1.392, H165 1.085
160 C 8.48 -7.17 3.89  C159 1.392, C161 1.392, H166 1.085
161 C 9.68 -6.46 3.97  C160 1.392, C162 1.392, H167 1.085
162 C 9.71 -5.11 3.64  C161 1.392, C163 1.392, H168 1.085
163 C 8.55 -4.46 3.23  C162 1.392, C164 1.392, H169 1.085
164 C 7.36 -5.17 3.14  C159 1.392, C163 1.392, H170 1.085
165 H 6.38 -7.07 3.40  C159 1.085
166 H 8.45 -8.22 4.15  C160 1.085
167 H 10.58 -6.97 4.29  C161 1.085
168 H 10.65 -4.56 3.71  C162 1.085
169 H 8.58 -3.41 2.97  C163 1.085
170 H 6.45 -4.66 2.81  C164 1.085

These are the Mulliken partial charges, in e, on atoms 1 to 4: -1.0221, 0.1330, -0.4268, 0.3186